Record 1
Molecular formula: C23H32N4O4
Method: DFT, ωB97M-V/def2-TZVPD

For the frontier orbital gap, the calculation gives 8.42 eV. The SMILES is CCOc1cc(C(=O)N2CCC3(CC2)NCCc2[nH]cnc23)cc(OCC)c1OCC. The value obtained for the total energy is -38520.818 eV. For the energy above the lowest of the compared OMol25 structures with the same formula, charge and spin, the calculation gives 301.9 kJ/mol. The max |F| is 0.01486 hartree/bohr.

Geometry as ORCA input:
```
! RIJCOSX wB97M-V def2-TZVPD def2/J DEFGRID3
* xyz 0 1
C 1.8352 4.8448 -1.1431
C 1.4823 3.3680 -1.2354
H 1.2518 3.0988 -2.2755
H 0.6017 3.1490 -0.6137
O 2.6003 2.6364 -0.7782
C 2.5440 1.2784 -0.7896
C 1.4307 0.5411 -1.1634
C 1.4710 -0.8455 -1.1029
C 2.6334 -1.4934 -0.7183
C 3.7675 -0.7732 -0.3590
C 3.7207 0.6297 -0.3673
O 4.7705 1.4548 -0.0653
C 5.5545 1.1821 1.0823
C 4.7219 1.1037 2.3577
H 4.0579 0.2425 2.3242
H 5.3766 1.0098 3.2201
H 4.1187 2.0026 2.4638
H 6.1322 0.2612 0.9512
H 6.2430 2.0303 1.1317
O 4.9608 -1.3474 -0.0129
C 5.0528 -2.7494 0.1360
C 4.4288 -3.2458 1.4375
H 4.8954 -2.7483 2.2848
H 4.5805 -4.3176 1.5302
H 3.3618 -3.0379 1.4594
H 6.1292 -2.9449 0.1441
H 4.6172 -3.2627 -0.7287
H 2.6344 -2.5707 -0.7345
C 0.3160 -1.6828 -1.5504
O 0.4628 -2.5699 -2.3776
N -0.8894 -1.4115 -1.0043
C -1.1252 -0.4960 0.0930
H -0.2281 -0.4417 0.7148
C -2.3155 -0.9790 0.9127
H -2.4088 -0.3633 1.8092
H -2.1657 -2.0156 1.2182
C -3.6035 -0.8765 0.0777
C -4.1282 0.5302 0.1138
C -5.4084 0.8502 0.4729
N -5.4946 2.2139 0.3738
C -4.2754 2.6461 -0.0408
N -3.4365 1.6637 -0.2068
H -4.0458 3.6795 -0.2052
H -6.3081 2.7766 0.5607
C -6.4601 -0.1248 0.8524
H -7.4287 0.1388 0.4215
H -6.5746 -0.1675 1.9415
C -5.9789 -1.4907 0.3156
N -4.6009 -1.7941 0.6442
H -4.4983 -1.8127 1.6543
H -6.0744 -1.4924 -0.7730
H -6.6016 -2.2941 0.7155
C -3.2909 -1.2780 -1.3834
C -2.0477 -2.1484 -1.4751
H -2.1871 -3.0644 -0.8889
H -1.8478 -2.4410 -2.5088
H -3.1399 -0.3744 -1.9754
H -4.1384 -1.8247 -1.7945
H -1.3622 0.5096 -0.2741
H 0.5368 1.0305 -1.5105
H 2.0608 5.1079 -0.1135
H 1.0025 5.4481 -1.4938
H 2.7112 5.0522 -1.7510
*
```


Record 2
Molecular formula: C30H23BCoN12OS
Method: DFT, ωB97M-V/def2-TZVPD

For the frontier orbital gap (spin up / spin down), the calculation gives 6.83 / 6.87 eV. The value obtained for the total energy is -100554.075 eV. For the energy above the lowest of the compared OMol25 structures with the same formula, charge and spin, the calculation gives 80.8 kJ/mol. The max |F| is 0.07249 hartree/bohr.

Geometry as ORCA input:
```
! RIJCOSX wB97M-V def2-TZVPD def2/J DEFGRID3
* xyz 0 4
Co 11.3239 11.6076 10.0805
C 10.0544 11.3434 14.1720
C 9.9194 11.8280 12.8728
N 10.8036 11.3202 12.0738
N 11.4988 10.4277 12.7888
C 11.0776 10.4134 14.0620
B 12.7505 9.7236 12.1345
N 12.2125 8.8720 11.0245
C 11.9477 7.5663 10.9087
C 11.2449 7.2836 9.7582
C 10.9595 8.5918 9.2727
N 11.5216 9.5312 10.0345
N 13.7602 10.7477 11.5644
C 15.0361 11.0090 11.9124
C 15.4894 12.0185 11.1180
C 14.3898 12.2979 10.2535
N 13.3275 11.6130 10.6059
H 9.5201 11.6626 15.0178
H 9.2901 12.6332 12.6017
H 11.4613 9.7461 14.8740
H 13.1157 8.9664 12.9668
H 12.2376 6.8548 11.6968
H 11.0376 6.3507 9.3264
H 10.3371 8.8552 8.4293
H 15.4738 10.4490 12.7298
H 16.4264 12.5029 11.0767
H 14.3646 13.1381 9.5773
O 9.4342 11.9238 9.7836
C 8.8608 12.6365 8.8874
C 7.5761 13.1677 9.1745
C 6.8978 14.0064 8.3238
C 7.4321 14.3949 7.0388
C 8.6691 13.8195 6.7184
C 9.3890 12.9841 7.5658
C 10.7880 12.6709 7.2861
N 11.6382 12.0142 8.0264
C 12.8618 12.0216 7.3717
C 12.7807 12.6589 6.2194
N 11.4129 12.9805 6.0855
H 7.1415 13.0005 10.1586
H 5.9264 14.3523 8.6181
H 6.8283 14.8638 6.3144
H 9.1747 14.1177 5.8029
H 13.7671 11.5336 7.8785
H 13.4557 12.8283 5.3881
H 10.9931 13.5233 5.3563
S 16.8225 18.2695 11.7397
N 15.4924 18.2749 10.8196
C 14.7918 17.2373 11.2569
C 13.4999 16.7908 10.7394
C 12.9983 17.4570 9.6334
C 11.8170 16.9770 9.1862
C 11.2174 15.8406 9.7535
N 11.7113 15.2072 10.7475
C 12.8780 15.6346 11.2719
C 13.4523 14.9023 12.4078
N 12.8709 13.8201 12.9609
C 13.3589 13.3153 14.0763
C 14.5944 13.6782 14.6269
C 15.2347 14.7880 14.0862
C 14.6784 15.3596 12.9327
C 15.3318 16.5118 12.3554
N 16.4648 17.0854 12.7343
H 13.4896 18.3400 9.3518
H 11.3054 17.4708 8.3608
H 10.2928 15.4242 9.4006
H 12.7453 12.4789 14.4630
H 15.0351 13.2603 15.5236
H 16.1689 15.2066 14.4879
*
```